No. 1
26
Properties=species:S:1:pos:R:3 method="wB97M-V/def2-TZVPD" homo_ev="-7.27 / -7.38" lumo_energy_ev="-0.37 / 0.15" e_above_lowest_kcal_mol=87.8 spin_multiplicity=1
C 2.16 1.22 0.56
C 0.93 2.01 1.14
C 1.89 0.99 -0.93
C -0.42 1.44 0.85
C 0.52 0.40 -1.13
C -0.72 1.23 -0.65
C -1.66 -3.44 -0.95
N -1.37 -3.04 0.29
O -1.97 0.45 -0.84
P -2.28 -1.98 1.33
Cl -0.93 -2.13 2.94
H 3.07 1.73 0.60
H 2.26 0.17 1.03
H 0.97 2.17 2.25
H 0.85 3.02 0.62
H 1.72 2.02 -1.27
H 2.68 0.49 -1.46
H -0.68 0.47 1.38
H -1.08 2.29 1.23
H 0.34 0.09 -2.20
H 0.46 -0.50 -0.59
H -0.75 2.13 -1.25
H -2.37 -2.79 -1.44
H -1.25 -4.32 -1.45
H -1.69 -0.50 -0.80
H -0.66 -3.63 0.75

No. 2
39
Properties=species:S:1:pos:R:3 method="wB97M-V/def2-TZVPD" homo_ev="-17.93 / -17.93" lumo_energy_ev="-9.81 / -9.81" total_charge=+2 e_above_lowest_kcal_mol=8.6 spin_multiplicity=1
Rh -0.52 0.46 -0.15
F 3.22 1.88 1.68
C 2.59 0.94 1.06
F 1.33 0.81 1.58
F 3.19 -0.22 1.17
S 2.37 1.33 -0.75
O 1.23 0.38 -1.08
O 3.56 1.02 -1.44
N 1.91 2.83 -0.79
S 0.40 3.14 -1.00
O -0.42 2.47 0.08
O -0.14 2.89 -2.31
C 0.24 4.98 -0.66
F -1.05 5.24 -0.79
F 0.65 5.23 0.56
F 0.95 5.60 -1.56
C -2.95 0.34 0.09
C -2.88 1.09 -1.23
O -1.57 0.69 -1.79
H -3.81 0.67 0.68
H -2.15 0.62 0.85
H -2.99 -0.74 -0.03
H -2.86 2.17 -1.09
H -3.64 0.80 -1.94
H -1.16 1.44 -2.30
C 1.37 -3.43 -0.52
P 0.16 -2.85 0.66
C 0.91 -2.73 2.28
C -1.20 -4.01 0.72
O -0.38 -1.47 0.23
H 1.69 -4.44 -0.25
H 2.24 -2.78 -0.51
H 0.93 -3.45 -1.52
H 0.57 -3.55 2.92
H 0.63 -1.79 2.76
H 2.00 -2.78 2.21
H -0.81 -5.01 0.94
H -1.71 -4.03 -0.25
H -1.90 -3.73 1.50

No. 3
31
Properties=species:S:1:pos:R:3 method="wB97M-V/def2-TZVPD" homo_ev=-13.17 lumo_energy_ev=-5.38 total_charge=+1 spin_multiplicity=1
C -1.72 0.65 -1.61
C -0.43 1.05 -2.34
O 0.25 2.09 -1.69
C 0.44 -0.23 -2.55
O 1.84 0.08 -2.47
N 2.60 -1.09 -2.34
C 2.67 -1.44 -1.04
N 3.24 -0.56 -0.19
N 2.15 -2.62 -0.66
H -1.98 -0.38 -1.88
H -2.51 1.35 -1.86
H -1.51 0.74 -0.54
H -0.65 1.43 -3.34
H 0.80 1.75 -0.97
H 0.23 -0.59 -3.56
H 0.11 -1.00 -1.84
H 2.17 -1.84 -2.89
H 2.72 -0.50 0.68
H 4.21 -0.79 -0.03
H 2.40 -3.47 -1.15
H 1.48 -2.68 0.10
C -2.05 0.54 4.15
C -2.71 1.07 2.90
O -1.59 1.51 2.13
C -0.55 0.73 2.50
O 0.46 0.64 1.86
O -0.79 0.06 3.64
F -3.50 2.12 3.16
H -1.87 1.32 4.89
H -2.61 -0.27 4.61
H -3.27 0.33 2.33

What did the third record say?
31
Properties=species:S:1:pos:R:3 method="wB97M-V/def2-TZVPD" homo_ev=-13.17 lumo_energy_ev=-5.38 total_charge=+1 spin_multiplicity=1
C -1.72 0.65 -1.61
C -0.43 1.05 -2.34
O 0.25 2.09 -1.69
C 0.44 -0.23 -2.55
O 1.84 0.08 -2.47
N 2.60 -1.09 -2.34
C 2.67 -1.44 -1.04
N 3.24 -0.56 -0.19
N 2.15 -2.62 -0.66
H -1.98 -0.38 -1.88
H -2.51 1.35 -1.86
H -1.51 0.74 -0.54
H -0.65 1.43 -3.34
H 0.80 1.75 -0.97
H 0.23 -0.59 -3.56
H 0.11 -1.00 -1.84
H 2.17 -1.84 -2.89
H 2.72 -0.50 0.68
H 4.21 -0.79 -0.03
H 2.40 -3.47 -1.15
H 1.48 -2.68 0.10
C -2.05 0.54 4.15
C -2.71 1.07 2.90
O -1.59 1.51 2.13
C -0.55 0.73 2.50
O 0.46 0.64 1.86
O -0.79 0.06 3.64
F -3.50 2.12 3.16
H -1.87 1.32 4.89
H -2.61 -0.27 4.61
H -3.27 0.33 2.33